(1)
The following is a quantum chemistry calculation of one molecule with the formula C2H6N2 in a non-equilibrium geometry, from the OMol25 dataset.

Output
Frontier orbital gap in eV: 10.28
SMILES string: [H]/N=N/CC
Net charge: 0
HOMO energy in eV: -9.03
ΔE to the lowest compared entry with this formula, charge and spin in kcal/mol: 43.1

Atoms and positions in Å:
1 N 1.060 0.310 -0.833
2 N 0.502 -0.482 -1.610
3 C -0.875 -0.268 0.664
4 C 0.412 0.511 0.431
5 H 1.170 0.268 1.184
6 H -1.608 -0.008 -0.095
7 H 0.244 1.592 0.499
8 H 1.051 -0.549 -2.480
9 H -1.277 -0.039 1.647
10 H -0.680 -1.335 0.594


(2)
The following is a quantum chemistry calculation of C34H30MoNO2S as an isolated structure in a non-equilibrium geometry, from the OMol25 dataset.

Output
Frontier orbital gap (alpha / beta) in eV: 4.54 / 5.99
Net charge: -1
2S+1: 3
HOMO energy (alpha / beta) in eV: -2.00 / -3.46
Expectation value of S²: 2.015

Atoms and positions in Å:
1 Mo 0.993 -0.010 -0.020
2 S 2.978 1.040 0.124
3 O 1.026 -0.462 -1.729
4 O 0.678 -0.102 1.717
5 N -0.828 -1.609 0.028
6 C -1.051 -1.303 -2.389
7 C 0.104 1.013 -5.817
8 C -1.917 -3.339 -1.249
9 C 0.492 -0.375 4.081
10 C -1.360 0.572 2.751
11 C -0.371 1.644 -0.413
12 C 1.948 -0.716 -4.702
13 C -1.770 -3.543 1.098
14 C 1.831 -5.333 -2.748
15 C 1.048 -4.846 -3.783
16 C 1.814 -3.152 -1.735
17 C 2.509 -0.086 5.360
18 C -0.617 -1.896 2.504
19 C -1.108 -2.329 1.141
20 C 0.638 -3.521 -3.789
21 C -0.209 -0.436 2.724
22 C -0.190 0.356 -4.631
23 C 2.241 -0.061 -5.885
24 C -3.335 2.543 2.826
25 C -1.276 -2.120 -1.153
26 C -0.213 -0.585 5.263
27 C -2.702 0.224 2.692
28 C 0.722 -0.529 -4.066
29 C 1.006 -2.664 -2.752
30 C -1.990 2.897 2.887
31 C 1.856 -0.117 4.135
32 C -2.171 -4.086 -0.113
33 C 0.466 -1.221 -2.731
34 C 1.810 -0.316 6.536
35 C -1.015 1.919 2.855
36 C 1.317 0.804 -6.456
37 C 0.442 -0.563 6.483
38 C 2.220 -4.480 -1.724
39 C -3.683 1.208 2.723
40 H -4.103 3.307 2.846
41 H -1.349 -2.185 3.262
42 H 0.753 -5.501 -4.595
43 H 0.030 -3.145 -4.604
44 H -1.605 -1.740 -3.223
45 H 0.288 -2.477 2.709
46 H -0.124 2.531 0.170
47 H -0.346 1.941 -1.469
48 H 2.842 -4.845 -0.917
49 H 3.203 -0.214 -6.360
50 H 2.678 -1.376 -4.251
51 H -4.728 0.926 2.662
52 H -1.409 -0.288 -2.206
53 H 2.387 0.066 3.206
54 H -1.403 1.360 -0.163
55 H 1.544 1.314 -7.384
56 H 2.142 -2.488 -0.946
57 H -0.109 -0.728 7.401
58 H -1.707 3.940 2.945
59 H 2.324 -0.300 7.489
60 H -1.284 -0.756 5.233
61 H 0.034 2.187 2.887
62 H -2.658 -5.050 -0.165
63 H -2.996 -0.817 2.604
64 H 3.572 0.122 5.393
65 H -1.140 0.542 -4.147
66 H 2.142 -6.371 -2.739
67 H -1.962 -4.075 2.022
68 H -2.218 -3.703 -2.223
69 H -0.613 1.709 -6.237


(3)
The following is a quantum chemistry calculation of C11H17BN6OPt as an isolated structure in a non-equilibrium geometry, from the OMol25 dataset.

Output
Frontier orbital gap (alpha / beta) in eV: 8.18 / 6.64
Net charge: 0
2S+1: 3
HOMO energy (alpha / beta) in eV: -7.77 / -8.50
Expectation value of S²: 2.010
ΔE to the lowest compared entry with this formula, charge and spin in kcal/mol: 14.3

Atoms and positions in Å:
1 Pt -1.213 1.368 -1.617
2 O -2.326 0.023 -2.509
3 N 2.109 -0.776 1.111
4 N 0.063 2.237 -0.458
5 N 1.517 -0.058 -1.426
6 N 0.309 0.152 -2.096
7 N 1.189 1.728 0.203
8 N 1.004 -1.630 1.175
9 C -0.187 3.489 0.033
10 C 2.362 -0.666 -2.275
11 C 1.679 -0.991 -3.434
12 C 0.836 3.806 0.925
13 C 1.683 2.706 0.992
14 C 1.145 -2.424 2.230
15 C 2.433 -2.234 2.810
16 C 0.397 -0.454 -3.317
17 C 3.020 -1.198 2.061
18 C -3.661 -0.338 -2.166
19 C -4.019 -1.217 2.615
20 B 1.996 0.414 -0.019
21 H 3.158 0.737 -0.116
22 H -3.700 -1.108 3.647
23 H -1.079 4.043 -0.249
24 H 4.038 -0.816 2.162
25 H -0.486 -0.479 -3.960
26 H 3.384 -0.849 -1.950
27 H -3.591 -1.137 -1.406
28 H -4.849 -0.533 2.429
29 H -4.346 -2.214 2.462
30 H 2.553 2.451 1.600
31 H 0.944 4.696 1.531
32 H 2.038 -1.609 -4.232
33 H -4.351 0.462 -1.826
34 H -4.034 -0.750 -3.110
35 H -3.190 -0.964 1.949
36 H 2.829 -2.785 3.644
37 H 0.348 -3.081 2.587


(4)
The following is a quantum chemistry calculation of a 2-piece molecular cluster, CH3N3 overall, from the OMol25 dataset.

Output
Frontier orbital gap (alpha / beta) in eV: 7.90 / 9.13
Net charge: 0
HOMO energy (alpha / beta) in eV: -7.19 / -8.11
ΔE to the lowest compared entry with this formula, charge and spin in kcal/mol: 110.4

Atoms and positions in Å:
1 N -1.614 0.149 -0.632
2 N 1.861 -0.484 -0.173
3 N 1.730 0.663 0.027
4 C -1.110 0.531 0.395
5 H -2.442 -0.431 -0.779
6 H -1.221 0.492 1.464
7 H 2.796 -0.920 -0.303